[1]
{
  "formula": "C30H67AsBIO14P",
  "method": "ωB97M-V with the def2-TZVPD basis set",
  "orbital_gap_ev": 5.063,
  "total_charge": -1,
  "total_energy_ha": -5136.4094,
  "elements": ["O", "B", "O", "O", "As", "P", "O", "I", "H", "H", "H", "H", "H", "H", "H", "C", "C", "O", "C", "H", "H", "H", "H", "H", "H", "C", "C", "O", "C", "H", "H", "H", "H", "H", "H", "C", "C", "O", "C", "H", "H", "H", "H", "H", "H", "C", "C", "O", "C", "H", "H", "H", "H", "H", "H", "C", "C", "O", "C", "H", "H", "H", "H", "H", "H", "C", "C", "O", "C", "H", "H", "H", "H", "H", "H", "C", "C", "O", "C", "H", "H", "H", "H", "H", "H", "C", "C", "O", "C", "H", "H", "H", "H", "H", "H", "C", "C", "O", "C", "H", "H", "H", "H", "H", "H", "C", "C", "O", "C", "H", "H", "H", "H", "H", "H"],
  "positions_angstrom": [[3.12153, -0.78742, -6.57145], [4.31797, -1.10455, -5.88627], [5.49068, -0.92446, -6.60711], [4.21732, -1.49850, -4.64181], [5.77340, -2.08830, -3.62482], [4.96430, -0.74836, -1.78409], [5.02574, 0.79098, -2.41650], [2.57482, -1.36827, -1.54232], [2.63404, -0.20442, -5.97361], [5.47562, -0.01881, -6.94626], [6.58158, -0.78349, -4.03108], [6.98256, -2.56442, -2.73295], [4.92770, -3.29777, -3.08807], [6.32384, -2.90178, -4.82957], [5.50489, 0.74240, -3.26451], [-1.98656, 0.76573, 0.97385], [-1.02379, -0.35463, 0.65398], [-1.04251, -0.91429, -0.41661], [-0.05525, -0.72893, 1.73730], [-2.64114, 0.93826, 0.12092], [-2.59132, 0.49200, 1.84115], [-1.43419, 1.67795, 1.19529], [-0.61523, -1.05393, 2.61219], [0.55621, 0.13743, 1.99386], [0.58898, -1.53687, 1.39991], [-0.67715, 4.23946, 4.02256], [0.29173, 3.12878, 3.68382], [0.25349, 2.57135, 2.61477], [1.29676, 2.75468, 4.74096], [-1.34418, 4.40933, 3.18117], [-1.26683, 3.96562, 4.89900], [-0.13074, 5.15895, 4.23711], [0.78992, 2.41917, 5.64255], [1.92205, 3.61580, 4.98279], [1.92692, 1.95032, 4.37286], [-0.55285, -1.36336, -7.12445], [-0.74783, -0.89643, -8.54013], [-1.68955, -0.21092, -8.86845], [0.29858, -1.32840, -9.53847], [-1.36304, -0.99117, -6.50369], [-0.55137, -2.45266, -7.08483], [0.39463, -0.98740, -6.73580], [0.33666, -2.41709, -9.58947], [1.27922, -0.95913, -9.23401], [0.05104, -0.93120, -10.52003], [-2.31617, -4.00386, 0.53912], [-2.67864, -3.77720, 1.98249], [-2.26004, -2.82486, 2.60208], [-3.58557, -4.79161, 2.63076], [-1.66408, -3.20729, 0.18889], [-1.80050, -4.95951, 0.43079], [-3.22381, -4.01732, -0.06854], [-3.11630, -5.77681, 2.61043], [-4.53457, -4.82956, 2.09332], [-3.77035, -4.50630, 3.66387], [5.84503, 4.77169, -1.49352], [5.22080, 4.73815, -0.12050], [5.77103, 5.22779, 0.83820], [3.88347, 4.05618, -0.01130], [6.80307, 5.28318, -1.44534], [5.99516, 3.75279, -1.85566], [5.19005, 5.29913, -2.18859], [3.97570, 3.01449, -0.32675], [3.14959, 4.55529, -0.64564], [3.54078, 4.08559, 1.01979], [1.68480, 2.53142, 9.74166], [1.32849, 1.38852, 8.82091], [1.56136, 1.43513, 7.63930], [0.66827, 0.18448, 9.44796], [2.15071, 3.32752, 9.16778], [0.78587, 2.91663, 10.22535], [2.38016, 2.19024, 10.50975], [-0.27123, 0.47591, 9.92009], [1.32345, -0.24985, 10.20438], [0.46718, -0.55844, 8.68152], [-4.50751, -3.40363, -4.10614], [-3.97579, -3.17748, -5.50221], [-2.92314, -3.64172, -5.85701], [-4.81982, -2.33571, -6.43050], [-3.80627, -4.01631, -3.54677], [-4.63199, -2.44799, -3.59441], [-5.47302, -3.91078, -4.14973], [-4.95786, -1.33890, -6.00932], [-5.79794, -2.79939, -6.57085], [-4.32321, -2.24692, -7.39285], [7.42529, 0.95843, 0.94137], [8.43572, -0.11407, 0.61768], [8.46916, -0.65415, -0.45515], [9.41526, -0.47918, 1.71422], [6.78225, 1.11960, 0.07950], [6.80957, 0.65332, 1.78871], [7.94577, 1.88755, 1.18622], [8.87729, -0.84506, 2.59032], [10.00192, 0.39598, 1.99947], [10.08445, -1.25707, 1.35622], [-6.98929, -1.44661, -0.40312], [-6.08173, -2.14952, 0.57695], [-6.19824, -3.33406, 0.79996], [-5.02815, -1.31958, 1.26130], [-7.68979, -2.16884, -0.81700], [-7.53853, -0.65105, 0.09567], [-6.40024, -1.01324, -1.21228], [-5.50211, -0.52135, 1.83045], [-4.36092, -0.87993, 0.51903], [-4.45116, -1.94167, 1.93380], [-6.43228, 2.75008, 2.99963], [-7.30568, 2.01386, 2.01350], [-6.83573, 1.46047, 1.05036], [-8.79033, 1.99992, 2.28821], [-5.39410, 2.68153, 2.68586], [-6.72390, 3.80030, 3.04621], [-6.53620, 2.30993, 3.99268], [-9.17671, 3.01984, 2.30637], [-8.98775, 1.53027, 3.25293], [-9.29967, 1.44034, 1.50842]],
  "forces_ev_per_a": [[-0.13, 1.04, -0.29], [-0.71, 0.12, -0.41], [0.56, 0.40, -0.10], [0.24, -0.35, 0.55], [0.95, -1.30, 0.44], [0.30, 0.25, 1.11], [0.08, -0.09, -0.08], [-0.16, 0.13, -0.24], [-0.27, -0.53, -0.04], [0.02, -0.49, -0.31], [-0.29, 0.34, -0.14], [-0.06, 0.19, 0.04], [-0.22, 0.27, -0.21], [-0.18, 0.24, -0.04], [-0.18, -0.08, -0.23], [-0.12, -0.02, -0.25], [0.07, 0.05, 0.18], [-0.19, -0.13, -0.21], [0.18, -0.03, -0.07], [-0.01, -0.02, -0.02], [0.08, 0.06, 0.09], [0.02, -0.01, 0.15], [0.01, 0.07, 0.09], [-0.05, 0.03, 0.06], [0.00, -0.01, -0.06], [-0.07, -0.04, -0.16], [0.10, 0.06, 0.18], [-0.03, -0.01, -0.19], [-0.01, -0.06, -0.28], [-0.01, -0.01, -0.03], [0.07, 0.07, 0.08], [-0.01, -0.01, 0.12], [0.03, 0.09, 0.11], [-0.06, 0.02, 0.12], [0.02, -0.03, -0.01], [-0.20, 0.20, 0.05], [0.15, -0.12, 0.08], [-0.17, 0.10, -0.08], [-0.09, 0.15, -0.15], [-0.06, -0.01, 0.01], [0.14, -0.01, 0.05], [0.11, -0.21, -0.05], [0.11, -0.02, 0.08], [0.04, -0.13, 0.09], [-0.03, 0.01, -0.02], [0.10, 0.23, 0.03], [0.12, -0.18, -0.05], [-0.07, 0.08, 0.10], [-0.02, 0.07, 0.14], [0.01, 0.03, -0.02], [-0.12, -0.08, -0.04], [-0.01, -0.14, 0.01], [-0.06, -0.04, -0.10], [0.02, -0.07, -0.07], [0.01, 0.01, 0.02], [0.18, 0.05, 0.10], [-0.08, -0.07, -0.16], [0.09, 0.09, 0.16], [0.04, -0.05, 0.24], [0.02, 0.02, 0.01], [-0.13, -0.01, -0.07], [-0.05, -0.11, -0.06], [-0.09, 0.03, -0.15], [0.02, -0.10, -0.12], [-0.01, 0.01, 0.04], [0.05, 0.06, -0.15], [-0.03, -0.04, 0.19], [0.04, 0.02, -0.14], [0.01, -0.04, -0.16], [0.02, 0.02, -0.03], [0.02, -0.06, 0.11], [-0.08, -0.01, 0.09], [0.05, 0.00, 0.12], [-0.06, 0.05, 0.10], [0.00, -0.02, -0.04], [0.12, -0.08, 0.00], [-0.16, 0.13, 0.08], [0.22, -0.17, -0.12], [0.12, -0.05, -0.09], [0.04, -0.01, 0.01], [-0.11, 0.01, -0.01], [-0.07, 0.10, 0.02], [-0.10, -0.01, 0.04], [-0.06, 0.07, 0.08], [0.04, 0.02, -0.02], [-0.01, 0.04, -0.22], [-0.10, 0.10, 0.21], [0.16, -0.11, -0.30], [0.04, -0.11, -0.09], [-0.03, -0.05, -0.02], [0.05, 0.08, 0.08], [-0.06, -0.01, 0.15], [0.01, 0.10, 0.06], [-0.07, 0.02, 0.10], [0.01, -0.03, -0.03], [-0.09, -0.36, -0.03], [0.03, 0.14, -0.04], [-0.02, -0.19, 0.03], [-0.09, -0.23, 0.00], [0.01, -0.03, -0.02], [0.12, 0.17, -0.04], [0.00, 0.16, 0.06], [0.03, 0.17, -0.14], [-0.04, 0.14, 0.02], [0.05, -0.02, 0.07], [0.12, -0.06, -0.11], [-0.02, 0.13, 0.16], [0.00, -0.04, -0.16], [0.02, -0.10, -0.14], [0.03, -0.01, -0.02], [-0.06, -0.01, 0.11], [-0.08, 0.09, 0.04], [-0.01, 0.01, 0.12], [-0.02, 0.10, 0.06], [-0.01, -0.02, -0.03]],
  "lowdin_charge": [0.091, -1.058, 0.097, -0.242, 0.470, 0.222, -0.540, 0.231, 0.082, 0.093, -0.048, -0.099, -0.070, -0.050, -0.015, -0.026, -0.506, 0.019, -0.031, 0.076, 0.078, 0.059, 0.066, 0.070, 0.066, -0.023, -0.491, 0.062, -0.019, 0.077, 0.081, 0.082, 0.059, 0.090, 0.089, -0.012, -0.504, 0.046, -0.022, 0.077, 0.088, 0.074, 0.084, 0.084, 0.074, 0.001, -0.505, 0.049, -0.024, 0.067, 0.090, 0.085, 0.084, 0.069, 0.080, -0.022, -0.511, 0.051, -0.015, 0.077, 0.080, 0.083, 0.086, 0.086, 0.075, -0.023, -0.498, 0.069, -0.023, 0.081, 0.083, 0.084, 0.083, 0.084, 0.083, -0.023, -0.506, 0.073, -0.023, 0.080, 0.080, 0.082, 0.085, 0.080, 0.079, -0.031, -0.515, 0.059, -0.033, 0.049, 0.086, 0.082, 0.079, 0.077, 0.075, -0.018, -0.482, 0.054, -0.002, 0.078, 0.058, 0.088, 0.073, 0.089, 0.061, -0.018, -0.498, 0.060, -0.020, 0.080, 0.085, 0.086, 0.084, 0.086, 0.080]
}

---

[2]
{
  "formula": "C30H70F3GaN3O6S",
  "method": "ωB97M-V with the def2-TZVPD basis set",
  "orbital_gap_ev": 7.222,
  "total_charge": -1,
  "total_energy_ha": -4423.2798,
  "elements": ["C", "C", "O", "C", "C", "O", "C", "Ga", "C", "C", "C", "C", "S", "O", "O", "O", "C", "C", "O", "C", "F", "F", "F", "H", "H", "H", "H", "H", "H", "H", "H", "H", "H", "H", "H", "H", "H", "H", "H", "H", "H", "H", "H", "H", "H", "H", "H", "H", "C", "C", "N", "C", "C", "C", "C", "H", "H", "H", "H", "H", "H", "H", "H", "H", "H", "H", "H", "H", "H", "H", "C", "C", "N", "C", "C", "C", "C", "H", "H", "H", "H", "H", "H", "H", "H", "H", "H", "H", "H", "H", "H", "H", "C", "C", "N", "C", "C", "C", "C", "H", "H", "H", "H", "H", "H", "H", "H", "H", "H", "H", "H", "H", "H", "H"],
  "positions_angstrom": [[4.65578, 2.77799, -1.53869], [4.74717, 1.84200, -2.75643], [3.49227, 1.72251, -3.41168], [2.99418, 0.40031, -3.50710], [2.25134, -0.02767, -2.24284], [2.14916, -1.42686, -2.27393], [1.26998, -1.92459, -1.23338], [-0.70305, -2.27218, -1.70050], [-1.82883, -0.90986, -0.67273], [-1.97394, 0.44974, -1.39337], [-3.43308, 0.95990, -1.50709], [-3.94419, 1.07376, -2.96617], [-4.76687, 2.62495, -3.26218], [-3.85006, 3.58588, -3.80129], [-5.55725, 2.95378, -2.11613], [-5.82992, 2.24619, -4.40547], [-1.22087, -2.10873, -3.67320], [-0.16041, -1.53534, -4.58937], [0.80173, -2.54062, -4.85678], [-0.69316, -1.01532, -5.93086], [0.17229, -0.16503, -6.49679], [-1.83691, -0.34005, -5.82684], [-0.89979, -1.95748, -6.81773], [3.59924, 2.98400, -1.34674], [5.15369, 3.73219, -1.72886], [5.07905, 2.31537, -0.64280], [5.46781, 2.22933, -3.48856], [5.10034, 0.85246, -2.43998], [2.34475, 0.34772, -4.38903], [3.80710, -0.32625, -3.66304], [1.24012, 0.41298, -2.19962], [2.83445, 0.31094, -1.36719], [1.70304, -2.83934, -0.80636], [1.27638, -1.18848, -0.40781], [-1.10820, -3.75432, -1.16788], [-2.81750, -1.37834, -0.55448], [-1.41590, -0.77992, 0.33356], [-1.53061, 0.40319, -2.39887], [-1.39665, 1.20797, -0.84854], [-4.10206, 0.26647, -0.99068], [-3.53619, 1.93194, -1.01289], [-3.13534, 0.99999, -3.69946], [-4.68882, 0.30269, -3.17832], [-5.34101, 1.92514, -5.18660], [-1.49320, -3.09985, -4.05945], [-2.13486, -1.50059, -3.71556], [0.31823, -0.65621, -4.13248], [1.62548, -2.11725, -5.14600], [-1.22427, 3.29991, 1.84452], [-0.85063, 1.94421, 2.42435], [0.57814, 1.68631, 2.40534], [0.92712, 0.29307, 2.62156], [0.59759, -0.32700, 3.98506], [1.40721, 2.66992, 3.07437], [1.13324, 2.94996, 4.55868], [-0.80528, 3.42030, 0.84466], [-2.31086, 3.37859, 1.77042], [-0.87887, 4.12730, 2.46750], [-1.32971, 1.17444, 1.81561], [-1.28574, 1.85651, 3.43506], [1.99807, 0.18072, 2.42588], [0.42285, -0.28923, 1.84568], [1.25767, 0.03515, 4.77407], [0.71845, -1.41089, 3.92978], [-0.43333, -0.12705, 4.28204], [1.32058, 3.61340, 2.52860], [2.44868, 2.35982, 2.95092], [0.06879, 3.09455, 4.75128], [1.64744, 3.86547, 4.86049], [1.48769, 2.14709, 5.20439], [8.01394, -1.50826, 0.28621], [7.19300, -1.85735, 1.51895], [5.82658, -1.37835, 1.44251], [5.11978, -1.42170, 2.70979], [4.85035, -2.79214, 3.34246], [5.06922, -1.81600, 0.27856], [4.92093, -3.31976, 0.02893], [7.95941, -0.43827, 0.07918], [9.05963, -1.77514, 0.44953], [7.67303, -2.04704, -0.59832], [7.65274, -1.38166, 2.39088], [7.25971, -2.94437, 1.69115], [4.16795, -0.89943, 2.57740], [5.69626, -0.82063, 3.42174], [4.07718, -3.34294, 2.80870], [4.50516, -2.65846, 4.37029], [5.75015, -3.40864, 3.37558], [5.52697, -1.36851, -0.60806], [4.07224, -1.37104, 0.33193], [5.86479, -3.85948, 0.13458], [4.55816, -3.47926, -0.98778], [4.19472, -3.77500, 0.70108], [-7.31376, 1.52757, 0.33362], [-7.01239, 0.15366, 0.91531], [-5.58281, -0.11473, 0.95543], [-5.23820, -1.50145, 1.20157], [-5.60322, -2.10077, 2.56529], [-4.76629, 0.87873, 1.62951], [-5.05335, 1.16559, 3.10881], [-6.77305, 1.65739, -0.60221], [-8.38111, 1.64563, 0.13832], [-7.01345, 2.33045, 1.00825], [-7.45653, -0.60656, 0.26511], [-7.50718, 0.04780, 1.89580], [-4.16300, -1.61451, 1.03645], [-5.72445, -2.09797, 0.42248], [-4.96278, -1.72353, 3.36226], [-5.47854, -3.18537, 2.53337], [-6.64129, -1.89608, 2.83363], [-4.85240, 1.81628, 1.07489], [-3.71853, 0.58298, 1.51985], [-6.11848, 1.29282, 3.31256], [-4.55293, 2.09164, 3.40216], [-4.67791, 0.37623, 3.76013]],
  "forces_ev_per_a": [[-0.15, -0.06, -0.18], [0.02, 0.01, 0.17], [0.05, -0.03, -0.15], [-0.03, -0.27, 0.10], [-0.02, -0.31, -0.30], [0.27, 0.06, 0.14], [-0.27, 0.18, 0.24], [-0.03, -0.27, 0.20], [-0.14, -0.02, -0.33], [-0.01, -0.04, 0.31], [0.12, 0.03, -0.28], [0.05, -0.11, 0.12], [0.22, -0.10, 0.35], [-0.08, -0.12, 0.01], [-0.14, 0.15, -0.30], [0.19, -0.22, -0.27], [-0.11, -0.13, -0.09], [-0.11, 0.13, 0.25], [0.31, 0.28, -0.27], [0.30, -0.08, 0.77], [0.92, 0.71, -0.34], [-0.87, 0.62, 0.37], [-0.32, -1.33, -0.91], [0.13, -0.03, 0.03], [-0.03, -0.09, 0.10], [0.02, 0.11, -0.10], [-0.05, -0.06, 0.10], [-0.07, 0.08, -0.06], [0.04, 0.14, 0.15], [-0.03, 0.16, -0.01], [0.21, 0.17, 0.07], [-0.20, 0.01, 0.02], [0.17, 0.08, -0.30], [0.07, -0.11, -0.05], [0.07, 0.05, 0.00], [0.18, 0.14, -0.01], [-0.08, 0.01, 0.05], [-0.07, 0.06, 0.09], [0.04, -0.06, -0.14], [0.06, 0.25, 0.03], [-0.02, -0.14, -0.07], [-0.10, 0.05, 0.06], [0.08, 0.07, -0.02], [-0.19, 0.26, 0.21], [0.04, 0.11, 0.03], [0.16, 0.00, -0.03], [-0.06, -0.08, 0.00], [-0.29, -0.17, 0.26], [-0.04, 0.02, 0.02], [-0.03, 0.04, 0.02], [-0.01, -0.02, -0.02], [0.00, -0.08, -0.08], [0.05, -0.03, 0.00], [0.06, 0.09, 0.00], [0.05, 0.02, 0.02], [0.03, -0.01, 0.00], [0.01, 0.00, -0.01], [0.01, 0.00, -0.01], [0.04, -0.12, -0.01], [-0.02, 0.00, -0.02], [0.00, 0.04, 0.01], [-0.04, 0.02, 0.00], [-0.02, 0.03, 0.00], [0.00, 0.00, -0.01], [0.00, 0.00, -0.02], [-0.05, -0.01, 0.00], [-0.02, -0.04, 0.01], [0.00, 0.01, -0.02], [0.00, -0.01, 0.00], [-0.05, -0.02, -0.01], [0.03, 0.00, 0.01], [0.01, -0.03, -0.01], [-0.04, 0.00, 0.03], [-0.02, 0.08, 0.08], [-0.05, 0.01, 0.02], [-0.08, 0.04, -0.27], [-0.08, -0.05, 0.00], [-0.02, 0.00, -0.01], [-0.01, 0.00, 0.00], [-0.01, 0.00, 0.00], [-0.03, -0.01, 0.02], [0.01, 0.00, -0.01], [0.01, -0.02, -0.03], [0.04, -0.02, -0.02], [0.03, -0.01, -0.02], [0.00, 0.00, -0.01], [0.01, 0.01, -0.01], [0.05, 0.00, 0.03], [0.01, 0.01, 0.08], [0.03, 0.05, 0.00], [-0.02, 0.02, 0.01], [0.04, -0.03, 0.02], [0.01, -0.06, 0.00], [0.07, 0.06, -0.05], [-0.10, -0.01, 0.13], [0.06, -0.13, 0.00], [0.01, -0.03, 0.00], [0.06, 0.14, 0.00], [0.09, 0.00, 0.07], [-0.03, 0.07, 0.00], [-0.01, -0.06, 0.04], [-0.01, 0.01, 0.01], [0.01, -0.04, 0.04], [0.04, 0.01, 0.02], [-0.06, 0.03, 0.03], [-0.03, 0.02, 0.00], [-0.02, 0.02, 0.00], [0.01, 0.01, -0.01], [-0.01, 0.01, 0.00], [-0.06, 0.00, -0.02], [-0.03, -0.11, -0.03], [-0.02, 0.00, -0.07], [0.01, 0.00, 0.00], [-0.06, -0.01, 0.00]],
  "lowdin_charge": [-0.070, -0.269, -0.153, -0.192, -0.234, -0.245, -0.254, 0.444, -0.274, -0.263, -0.204, -0.218, 0.589, -0.284, -0.288, -0.174, -0.191, -0.380, -0.007, -0.642, 0.125, 0.130, 0.166, 0.077, 0.062, 0.065, 0.111, 0.104, 0.116, 0.125, 0.125, 0.119, 0.039, 0.036, -0.065, 0.018, 0.017, 0.072, 0.090, 0.085, 0.096, 0.092, 0.108, 0.097, 0.062, 0.045, 0.123, 0.100, -0.082, -0.272, -0.189, -0.240, -0.078, -0.248, -0.085, 0.080, 0.065, 0.063, 0.095, 0.102, 0.096, 0.096, 0.052, 0.070, 0.065, 0.100, 0.113, 0.064, 0.067, 0.052, -0.094, -0.281, -0.196, -0.248, -0.083, -0.240, -0.075, 0.077, 0.068, 0.064, 0.114, 0.101, 0.096, 0.108, 0.057, 0.067, 0.064, 0.097, 0.107, 0.064, 0.075, 0.056, -0.082, -0.263, -0.200, -0.247, -0.083, -0.253, -0.075, 0.052, 0.073, 0.069, 0.115, 0.099, 0.096, 0.114, 0.053, 0.069, 0.062, 0.098, 0.105, 0.066, 0.065, 0.054]
}